Entry 1:
This record from the OMol25 dataset describes 9 unconnected molecules or ions with the total composition BrH17O8 at a distorted geometry. The level of theory is ωB97M-V/def2-TZVPD.

The gap between HOMO and LUMO comes out at 5.30 eV. For the total energy, the calculation gives -86696.877 eV. As for the maximum force: 4.93 eV/A. The value obtained for the relative energy (zero: lowest compared OMol25 entry of this formula, charge and spin) is 0.0 kJ/mol.

Last column: Löwdin charge in e.
Geometry (Å):
O (0.144, 0.340, -1.088)  0.15
H (0.389, -0.552, -1.426)  0.08
H (0.157, 0.174, -0.150)  0.05
H (-0.739, 0.576, -1.543)  0.08
Br (-0.975, 1.967, -4.018)  -0.69
O (-0.423, -1.415, 0.893)  -0.05
H (0.151, -2.170, 0.798)  0.04
H (-0.580, -1.476, 1.896)  0.11
O (2.595, -0.676, -0.127)  -0.05
H (3.484, -0.241, 0.024)  0.10
H (2.867, -1.566, 0.149)  0.07
O (-2.772, 0.556, -1.344)  -0.12
H (-3.331, 1.443, -1.238)  0.14
H (-2.608, 0.308, -0.483)  -0.08
O (-0.197, 1.967, 1.230)  -0.01
H (0.151, 2.746, 0.851)  0.06
H (0.505, 1.754, 1.835)  0.02
O (1.881, 0.437, 2.421)  -0.02
H (2.516, 1.096, 2.579)  0.03
H (2.229, -0.134, 1.754)  -0.01
O (-2.639, 0.781, 1.350)  -0.05
H (-1.770, 1.300, 1.346)  0.04
H (-2.327, 0.132, 1.910)  -0.02
O (0.472, -2.194, -2.217)  -0.06
H (0.725, -2.021, -3.120)  0.06
H (0.091, -3.140, -2.294)  0.12


Entry 2:
This record from the OMol25 dataset describes a molecular structure, C10H37Al3O18P2 at a distorted geometry. The level of theory is ωB97M-V/def2-TZVPD.

The gap between HOMO and LUMO comes out at 2.62 eV. For the total energy, the calculation gives -86175.170 eV. As for the maximum force: 3.25 eV/A.

Last column: Löwdin charge in e.
Geometry (Å):
Al (-4.468, -0.634, 2.637)  1.03
Al (-3.456, 3.810, 1.499)  1.01
Al (-0.860, 0.291, -0.251)  1.35
C (-1.399, -3.418, 1.154)  -0.21
O (-2.007, -2.229, 1.504)  -0.17
H (-0.655, -3.798, 1.854)  0.07
H (-1.997, -4.329, 1.134)  0.09
H (-0.968, -3.286, 0.162)  0.08
C (-0.236, 4.237, -0.945)  -0.20
O (-0.385, 3.357, 0.141)  -0.18
H (0.664, 4.845, -0.849)  0.09
H (-0.191, 3.681, -1.882)  0.05
H (-1.041, 4.895, -1.271)  0.10
C (4.461, 2.106, 0.843)  -0.23
O (3.079, 2.032, 1.070)  -0.19
H (4.794, 3.127, 0.653)  0.08
H (4.995, 1.787, 1.738)  0.08
H (4.824, 1.394, 0.101)  0.07
P (-4.401, 0.980, -0.615)  0.01
O (-3.762, -0.346, -0.216)  -0.42
O (-5.002, 1.513, 0.745)  -0.41
O (-5.496, 0.775, -1.627)  -0.19
O (-3.252, 2.041, -0.945)  -0.36
P (-1.426, 1.241, 3.138)  0.03
O (-2.364, 1.186, 1.924)  -0.44
O (-0.033, 1.061, 2.419)  -0.19
O (-1.980, 0.209, 4.121)  -0.30
O (-1.526, 2.730, 3.511)  -0.24
C (2.056, 1.442, -2.464)  -0.19
O (1.872, 1.109, -1.183)  -0.12
H (1.402, 0.916, -3.159)  0.08
H (1.744, 2.467, -2.668)  0.07
H (3.102, 1.435, -2.771)  0.10
H (2.530, 1.432, -0.563)  0.03
C (4.286, -0.947, 3.532)  -0.10
O (3.342, -0.744, 2.448)  -0.15
H (5.241, -0.734, 3.050)  0.07
H (4.042, -0.293, 4.369)  0.08
H (4.373, -1.953, 3.942)  0.08
H (3.393, 0.130, 2.055)  0.03
C (2.185, -2.629, -0.060)  -0.10
O (1.590, -1.336, 0.319)  -0.18
H (3.070, -2.485, -0.680)  0.08
H (2.525, -3.136, 0.843)  0.08
H (1.435, -3.242, -0.561)  0.07
H (2.200, -1.024, 0.992)  0.02
C (-3.662, -2.047, -3.016)  -0.08
O (-2.662, -1.614, -2.050)  -0.22
H (-3.589, -1.333, -3.837)  0.08
H (-3.499, -3.088, -3.298)  0.08
H (-4.591, -1.971, -2.452)  0.08
H (-3.135, -1.133, -1.367)  -0.07
C (-1.697, 2.119, -4.177)  -0.12
O (-1.614, 1.405, -2.941)  -0.18
H (-0.842, 2.795, -4.196)  0.07
H (-1.541, 1.534, -5.083)  0.08
H (-2.643, 2.659, -4.221)  0.09
H (-2.424, 1.657, -2.492)  -0.01
C (0.486, -1.674, 4.745)  -0.17
O (-0.139, -0.690, 5.538)  -0.13
H (0.004, -2.643, 4.875)  0.07
H (0.680, -1.392, 3.710)  0.06
H (1.480, -1.732, 5.190)  0.07
H (-0.835, -0.367, 4.961)  -0.05
C (1.001, -2.060, -3.276)  -0.16
O (-0.068, -1.476, -2.592)  -0.16
H (1.904, -1.989, -2.669)  0.07
H (0.928, -3.137, -3.428)  0.08
H (1.076, -1.638, -4.278)  0.08
H (-0.917, -1.852, -2.836)  0.05


Entry 3:
This record from the OMol25 dataset describes 2 unconnected molecules or ions with the total composition C6H12NO at a distorted geometry. The level of theory is ωB97M-V/def2-TZVPD.

The gap between HOMO and LUMO comes out at 6.72 eV. For the total energy, the calculation gives -9952.372 eV. As for the maximum force: 1.57 eV/A. As for the net charge: -1. The value obtained for the relative energy (zero: lowest compared OMol25 entry of this formula, charge and spin) is 94.0 kJ/mol.

Last column: Löwdin charge in e.
Geometry (Å):
C (-2.489, -1.327, 0.184)  0.00
C (-1.986, -1.969, -0.872)  -0.22
C (-1.007, -1.356, -1.775)  -0.21
C (-0.444, -2.037, -2.773)  -0.04
H (-2.065, -0.336, 0.368)  0.04
H (-3.145, -1.838, 0.878)  0.04
H (-2.326, -2.956, -1.196)  0.08
H (-0.704, -0.338, -1.491)  0.07
H (0.339, -1.634, -3.401)  0.03
H (-0.713, -3.080, -2.938)  0.03
C (0.379, 1.192, 1.201)  -0.50
O (-0.290, 0.784, 0.077)  -0.38
C (1.743, 1.839, 0.898)  -0.31
N (2.404, 2.248, 2.166)  -0.04
H (-0.179, 1.969, 1.755)  0.08
H (0.608, 0.320, 1.854)  0.08
H (2.364, 1.153, 0.309)  0.09
H (1.570, 2.697, 0.243)  0.09
H (3.070, 1.534, 2.426)  0.04
H (2.872, 3.136, 2.087)  0.03


Entry 4:
This record from the OMol25 dataset describes a molecular structure, C9H4BrNO4Zn at a distorted geometry. The level of theory is ωB97M-V/def2-TZVPD.

The gap between HOMO and LUMO comes out at 6.88 eV. For the total energy, the calculation gives -137519.224 eV. As for the maximum force: 6.39 eV/A. As for the net charge: +2. The value obtained for the relative energy (zero: lowest compared OMol25 entry of this formula, charge and spin) is 0.0 kJ/mol.

Last column: Löwdin charge in e.
Geometry (Å):
O (3.112, 1.803, 0.396)  0.23
C (2.117, 1.598, -0.162)  0.08
Zn (0.108, 1.700, -0.820)  0.67
O (3.673, -2.503, -3.493)  0.04
C (2.955, -1.859, -2.879)  -0.01
C (0.340, 3.513, -2.058)  0.11
O (0.624, 4.372, -2.777)  0.23
C (-0.581, 0.439, -2.576)  0.09
O (-1.254, 0.049, -3.427)  0.20
Br (1.027, -2.106, 3.633)  0.85
C (-0.132, -1.298, 2.341)  -0.60
C (-1.521, -1.371, 2.466)  -0.04
C (-2.371, -0.815, 1.514)  0.02
C (-1.766, -0.084, 0.483)  -0.12
N (-0.443, 0.158, 0.493)  -0.07
C (0.395, -0.570, 1.274)  -0.14
H (-1.922, -1.923, 3.302)  0.13
H (-3.459, -0.894, 1.549)  0.14
H (-2.357, 0.323, -0.328)  0.11
H (1.454, -0.532, 1.071)  0.10


Q: Which of these has the lowest gap between HOMO and LUMO?
A: C10H37Al3O18P2